Entry 1:
{"formula": "C12H18I2LaO4SY", "method": "ωB97M-V/def2-TZVPD", "homo_ev": [-21.99, -21.99], "total_energy_ha": -1830.8400, "total_charge": 4, "homo_lumo_gap_ha": [0.1987, 0.1937], "lumo_ev": [-16.58, -16.72], "symbols": ["I", "I", "Y", "La", "S", "C", "C", "C", "C", "C", "C", "C", "C", "O", "O", "O", "O", "H", "H", "H", "H", "H", "H", "H", "H", "H", "C", "C", "C", "C", "H", "H", "H", "H", "H", "H", "H", "H", "H"], "coordinates": [[1.511044, -4.434170, -0.328906], [1.695496, 3.997686, -0.042834], [0.149024, 1.696131, 0.500177], [-0.032411, -1.980203, 0.371745], [0.696786, -0.064197, -1.463630], [-2.213651, -2.265598, -0.822816], [-2.037919, -2.397763, 1.963977], [0.134045, -0.121644, -3.295732], [0.959678, 0.943525, -4.000484], [-1.355237, 0.169771, -3.410369], [0.512977, -1.500589, -3.827528], [-1.801538, 2.085323, 1.977321], [-2.069758, 1.962970, -0.467613], [-2.933659, -2.366611, 2.710441], [-3.251815, -2.308032, -1.345033], [-2.742258, 2.333518, 2.615444], [-3.082127, 2.271146, -0.926305], [0.693393, 0.954152, -5.068004], [2.031161, 0.729637, -3.900453], [0.788344, 1.941231, -3.577532], [-1.673237, -0.078807, -4.447715], [-1.583641, 1.229184, -3.217403], [-1.953537, -0.444114, -2.715792], [0.282149, -1.550137, -4.904947], [-0.010602, -2.316269, -3.311725], [1.587893, -1.679793, -3.684866], [-0.073819, -0.145396, 3.986640], [0.986812, 0.615001, 3.178802], [2.292717, 0.684383, 3.997231], [1.270126, -0.031784, 1.802512], [0.281843, -1.152901, 4.249966], [-1.029524, -0.256055, 3.459778], [-0.286744, 0.387833, 4.925671], [0.627405, 1.659921, 3.040508], [2.654426, -0.334826, 4.211990], [3.080112, 1.213219, 3.438184], [2.135773, 1.206078, 4.953470], [2.187765, 0.435085, 1.377864], [1.572526, -1.086920, 1.997984]], "forces_ev_per_angstrom": [[1.016, -1.468, -0.450], [1.047, 1.461, -0.364], [1.313, -1.617, 0.431], [2.602, 0.820, 0.574], [-0.632, 0.338, 0.368], [-7.294, -0.368, -3.967], [-6.137, 0.048, 5.235], [-0.088, 0.160, -0.752], [0.421, 0.213, 0.164], [-0.308, -0.144, 0.047], [0.338, -0.195, 0.337], [-5.453, 1.573, 4.655], [-5.296, 1.629, -3.359], [4.771, -0.303, -4.022], [5.231, 0.107, 2.672], [4.771, -1.297, -3.253], [4.192, -1.405, 1.999], [0.090, 0.028, 0.300], [-0.206, 0.020, -0.218], [-0.135, -0.127, -0.209], [0.128, 0.258, 0.653], [0.089, -0.295, -0.185], [0.153, 0.160, -0.398], [0.074, -0.014, 0.425], [-0.202, 0.080, -0.162], [-0.222, 0.073, -0.249], [-0.014, 0.238, 0.023], [0.337, -0.771, 0.204], [0.178, 0.379, -0.029], [-0.710, -0.138, -0.169], [0.033, 0.250, -0.019], [-0.099, 0.076, -0.081], [0.036, -0.293, -0.253], [-0.006, 0.294, -0.007], [-0.170, 0.339, -0.073], [-0.189, -0.146, 0.256], [0.057, -0.197, -0.316], [-0.043, -0.230, -0.035], [0.326, 0.462, 0.225]]}

=====

Entry 2:
{"formula": "C12H18N", "method": "ωB97M-V/def2-TZVPD", "homo_ev": -13.04, "total_energy_ha": -522.5838, "total_charge": 1, "homo_lumo_gap_ha": 0.3836, "smiles": "CCC[N@@H+]1CCCc2ccccc21", "lumo_ev": -2.60, "symbols": ["C", "C", "C", "N", "C", "C", "C", "C", "C", "C", "C", "C", "C", "H", "H", "H", "H", "H", "H", "H", "H", "H", "H", "H", "H", "H", "H", "H", "H", "H", "H"], "coordinates": [[2.520848, -2.091130, -0.679561], [1.495067, -2.715565, 0.258718], [0.142625, -2.009194, 0.258767], [0.171675, -0.702319, 0.990750], [-0.977875, -0.530026, 1.920034], [-2.309935, -0.583411, 1.171733], [-2.250583, 0.059584, -0.228814], [-1.005962, 0.857985, -0.470791], [-1.001736, 1.986097, -1.282829], [0.161853, 2.705321, -1.488122], [1.339445, 2.325874, -0.863576], [1.354659, 1.209368, -0.046308], [0.193743, 0.472928, 0.115051], [2.128210, -2.032038, -1.691390], [3.415717, -2.705993, -0.702752], [2.812701, -1.093021, -0.366742], [1.890451, -2.759349, 1.277208], [1.318861, -3.744791, -0.057942], [-0.177562, -1.822912, -0.766967], [-0.592913, -2.650570, 0.744727], [1.038327, -0.692517, 1.540585], [-0.940806, -1.304071, 2.689077], [-0.854964, 0.443536, 2.400878], [-3.044703, -0.061668, 1.783764], [-2.652643, -1.613702, 1.081233], [-2.311839, -0.721321, -0.991886], [-3.117985, 0.701362, -0.379944], [-1.921642, 2.301232, -1.749846], [0.147664, 3.575930, -2.123850], [2.240560, 2.900460, -1.002394], [2.262955, 0.925856, 0.465164]], "forces_ev_per_angstrom": [[-0.028, -0.118, 0.130], [0.018, 0.234, -0.198], [0.097, -0.959, -0.282], [0.410, 0.256, 0.075], [-0.801, 0.041, 0.683], [0.079, -0.053, -0.101], [-0.149, -0.037, -0.060], [0.080, -0.090, 0.040], [0.137, -0.100, 0.112], [0.026, 0.004, -0.003], [-0.038, -0.027, 0.024], [-0.036, -0.159, 0.087], [0.082, 0.719, -0.491], [-0.023, 0.049, -0.125], [0.108, 0.002, -0.020], [0.075, 0.107, -0.022], [-0.054, -0.103, 0.086], [-0.081, 0.004, 0.119], [-0.070, 0.092, 0.128], [-0.030, 0.160, 0.028], [-0.201, 0.049, -0.063], [0.141, 0.021, -0.098], [0.150, -0.138, -0.090], [0.050, -0.061, 0.061], [-0.002, 0.025, 0.072], [-0.050, 0.000, 0.026], [0.015, -0.054, -0.049], [-0.128, 0.030, -0.044], [0.001, 0.098, -0.068], [0.099, 0.056, -0.002], [0.122, -0.046, 0.044]]}

=====

Entry 3:
{"formula": "C12H18N2", "method": "ωB97M-V/def2-TZVPD", "homo_ev": -7.36, "total_energy_ha": -577.4911, "homo_lumo_gap_ha": 0.3058, "smiles": "Cc1ccc(N2CCNC[C@H]2C)cc1", "lumo_ev": 0.97, "symbols": ["C", "C", "C", "C", "C", "N", "C", "C", "N", "C", "C", "C", "C", "C", "H", "H", "H", "H", "H", "H", "H", "H", "H", "H", "H", "H", "H", "H", "H", "H", "H", "H"], "coordinates": [[-4.644198, 0.002021, -0.439545], [-3.095225, -0.074858, -0.188602], [-2.559740, -0.982535, 0.736454], [-1.230400, -0.949208, 1.012515], [-0.371157, -0.126579, 0.320356], [0.953034, -0.286026, 0.773997], [1.539118, -1.621992, 0.489731], [2.159229, -1.540837, -0.856658], [3.249796, -0.621075, -1.086266], [2.660635, 0.757625, -0.740131], [2.010595, 0.718595, 0.722423], [1.448837, 2.099507, 1.033415], [-0.913288, 0.779941, -0.737636], [-2.280766, 0.834976, -0.924727], [-5.170362, 0.361850, 0.492182], [-4.974925, -1.032840, -0.638175], [-4.913983, 0.625514, -1.250669], [-3.323319, -1.675422, 1.140090], [-0.687624, -1.754175, 1.504462], [0.652206, -2.352673, 0.463299], [2.328261, -1.920885, 1.222651], [1.432225, -1.240372, -1.562679], [2.444421, -2.593553, -1.070228], [4.050888, -0.793533, -0.407424], [3.544918, 1.514656, -0.681696], [1.853293, 1.084711, -1.393780], [2.756222, 0.388924, 1.544334], [2.283496, 2.856602, 1.233173], [0.836590, 2.586028, 0.260814], [0.911717, 2.087643, 2.001905], [-0.244313, 1.261644, -1.409876], [-2.706166, 1.606330, -1.563706]], "forces_ev_per_angstrom": [[1.170, -1.349, 2.242], [-1.293, 1.547, -0.847], [-2.477, 0.424, -1.140], [0.586, -1.176, -0.536], [-0.659, 2.194, -1.603], [1.217, -0.515, 0.280], [-1.470, 0.304, 0.491], [1.123, -2.386, -0.589], [0.306, 1.791, 1.431], [2.646, -0.338, 2.533], [0.038, 0.408, -0.908], [1.205, 1.572, 1.414], [1.113, -2.328, 2.420], [-0.097, -1.038, 1.388], [0.486, -0.355, -0.954], [-0.186, 0.487, 0.026], [-0.094, 0.628, -0.835], [0.972, 0.228, 0.161], [-0.773, 0.372, 0.915], [1.812, 0.722, 0.092], [-0.824, 0.266, -0.086], [-1.146, 0.004, -0.873], [0.238, 0.556, -0.466], [-1.369, 0.309, -1.050], [-1.641, -1.155, -0.511], [0.424, -0.235, -0.446], [-0.840, 0.657, -1.441], [-0.761, -1.129, -0.411], [0.036, -0.598, 0.181], [-0.099, -0.098, -0.628], [0.415, 0.685, -0.111], [-0.058, -0.455, -0.137]]}

=====

Calculated energy relative to the best compared isomer or geometry (same formula, charge and spin) (kJ/mol), listed in the same order as above: 0.0, 18.5, 152.7